Here is C30H27ClFGdN2O16S as an isolated structure at a distorted geometry from the Open Molecules 2025 dataset. Energies are from the ωB97M-V functional and the def2-TZVPD basis.

```
! RIJCOSX wB97M-V def2-TZVPD def2/J DEFGRID3
* xyz -2 8
Gd -1.8041 0.7117 0.2587
O -4.5788 4.1976 0.0721
C -4.1459 3.1389 0.5408
O -3.5309 2.2309 -0.1962
C -4.3515 2.7802 2.0854
C -4.7920 1.3047 2.2278
C -5.3482 1.1165 3.6185
C -4.0825 1.1687 4.5229
C -2.9279 1.4351 3.5214
O -3.4323 0.5713 2.3617
C -3.1276 2.8878 3.0183
C -1.7902 3.3838 2.3169
O -1.1771 4.3702 2.6971
O -1.3625 2.5600 1.3953
H -5.1264 3.4737 2.4147
H -5.3087 0.9164 1.3405
H -6.0489 1.9304 3.8422
H -5.8775 0.1698 3.7310
H -4.2060 1.9637 5.2786
H -3.9785 0.2368 5.0722
H -1.9219 1.1463 3.7826
H -3.3339 3.5719 3.8423
C 5.4841 -1.5740 2.6261
C 4.7621 -2.6751 1.8405
C 5.6384 -3.1581 0.6747
C 4.9236 -4.2560 -0.1034
C 3.6155 -3.7561 -0.6062
C 3.0680 -4.2279 -1.7960
C 1.8968 -3.6645 -2.3042
F 1.4556 -4.0284 -3.5176
C 1.2461 -2.6547 -1.6388
C 1.7022 -2.2351 -0.3901
C 0.9688 -1.2293 0.3425
O 0.1726 -0.5440 -0.3519
C 1.3084 -1.0732 1.7228
C 2.5191 -1.6400 2.1248
N 3.4108 -2.2529 1.3124
C 2.9336 -2.7267 0.1166
C 0.4116 -0.2974 2.7115
O 0.7502 -0.1960 3.9024
O -0.6984 0.0852 2.2009
H 6.5031 -1.9139 2.8468
H 4.9751 -1.4367 3.5827
H 5.5983 -0.6373 2.0626
H 4.5499 -3.4867 2.5695
H 6.5949 -3.4902 1.0790
H 5.8813 -2.3023 0.0145
H 4.7254 -5.2212 0.4751
H 5.4946 -4.5933 -0.9929
H 3.5822 -5.0600 -2.2677
H 0.3486 -2.1959 -2.0586
H 2.7206 -1.5612 3.1903
C -2.7200 -1.5045 -3.8729
O -1.3290 -1.1829 -3.5965
H -3.1369 -0.7193 -4.5378
H -3.3503 -1.6031 -2.9645
H -2.6757 -2.4910 -4.3478
H -1.3299 -0.3280 -3.1047
O -0.9609 4.3376 -5.5809
S -0.2903 3.1039 -5.2427
O 0.2564 2.2820 -6.3071
N -1.3479 2.2169 -4.2506
C -0.8082 2.0848 -3.0331
O -1.3283 1.3333 -2.0621
C 0.5039 2.7283 -2.8613
C 1.3632 2.6704 -1.7519
C 2.6881 3.0689 -1.8862
C 3.1416 3.6066 -3.1025
C 2.2851 3.7339 -4.1635
C 0.9815 3.3185 -4.0246
H 0.9669 2.2538 -0.8318
H 3.4070 2.9628 -1.0453
H 4.1735 3.8990 -3.2089
H 2.5869 4.1563 -5.1261
O -4.3417 -2.8848 0.9544
Cl -3.4932 -2.3128 -0.0188
O -3.4025 -3.1467 -1.1960
O -2.1447 -1.9511 0.4890
O -3.9841 -0.8962 -0.4388
*
```

frontier orbital gap (spin up / spin down): 6.96 / 6.97 eV
highest occupied orbital energy (spin up / spin down): -0.134 / -0.134 Eh
E: -114198.17925 eV

These are the Löwdin partial charges, in e, on atoms 1 to 6: Gd 1.81; O 0.01; C -0.55; O -0.21; C -0.12; C -0.19